(1)
Density functional theory data (ωB97M-V with the def2-TZVPD basis set) for a 2-piece molecular cluster, C32H32N2O overall in a non-equilibrium geometry.

ORCA input file:
```
! RIJCOSX wB97M-V def2-TZVPD def2/J DEFGRID3
* xyz 0 1
O -0.906 8.991 0.151
C -1.007 7.782 0.449
C -2.292 7.030 0.361
C -3.551 7.781 0.281
C -4.783 7.143 0.563
C -5.985 7.853 0.569
C -5.991 9.238 0.344
C -4.786 9.885 0.031
C -3.602 9.156 -0.029
C -2.264 5.654 0.402
C -1.042 4.909 0.482
C -0.988 3.498 0.334
C 0.164 2.788 -0.160
C 1.422 2.825 0.502
C 2.501 2.077 0.052
C 2.371 1.295 -1.101
C 1.170 1.308 -1.823
C 0.064 1.995 -1.345
C 0.151 5.647 0.686
C 0.181 7.003 0.869
C 1.410 7.614 1.383
C 2.362 6.811 2.072
C 3.580 7.342 2.487
C 3.855 8.705 2.294
C 2.909 9.519 1.650
C 1.708 8.974 1.204
H -4.791 6.083 0.816
H -6.918 7.324 0.772
H -6.922 9.806 0.416
H -4.757 10.960 -0.153
H -2.682 9.675 -0.273
H -3.187 5.086 0.293
H -1.940 2.964 0.391
H 1.532 3.403 1.421
H 3.436 2.105 0.616
H 3.195 0.659 -1.406
H 1.078 0.757 -2.757
H -0.903 1.979 -1.868
H 1.090 5.108 0.697
H 2.133 5.764 2.293
H 4.305 6.687 2.974
H 4.794 9.127 2.652
H 3.089 10.584 1.498
H 0.980 9.604 0.700
C -0.101 1.848 2.967
C 0.028 0.502 3.301
N 1.245 -0.111 3.486
C 2.442 0.651 3.278
C 1.417 -1.543 3.460
C 0.219 -2.242 4.047
C -1.057 -1.709 3.442
N -1.089 -0.270 3.480
C -2.373 0.346 3.291
H -1.028 2.203 2.529
H 0.721 2.520 3.199
H 2.410 1.567 3.876
H 3.295 0.045 3.595
H 2.595 0.942 2.229
H 1.583 -1.890 2.424
H 2.313 -1.786 4.042
H 0.291 -3.310 3.837
H 0.212 -2.097 5.134
H -1.152 -2.065 2.401
H -1.918 -2.077 4.011
H -2.451 1.239 3.922
H -2.554 0.657 2.251
H -3.151 -0.366 3.578
*
```

Results
Maximum force = 0.0687 Eh/bohr
Orbital gap = 5.926 eV
LUMO energy = -1.2 eV
SMILES = O=C1C(c2ccccc2)=CC(=Cc2ccccc2)C=C1c1ccccc1.C=C1N(C)CCCN1C
ΔE to the lowest compared entry with this formula, charge and spin = 3.844 eV


(2)
Density functional theory data (ωB97M-V with the def2-TZVPD basis set) for C32H32N4O4S2Y as an isolated structure.

ORCA input file:
```
! RIJCOSX wB97M-V def2-TZVPD def2/J DEFGRID3
* xyz -1 1
Y 0.512 0.060 -1.238
O 2.029 1.452 -1.935
C 2.131 2.537 -2.627
C 3.281 3.353 -2.487
C 3.434 4.519 -3.195
C 2.454 4.948 -4.100
C 1.333 4.169 -4.262
C 1.141 2.973 -3.553
C -0.070 2.234 -3.843
N -0.462 1.137 -3.323
C -1.695 0.562 -3.848
C -2.426 -0.228 -2.764
N -1.456 -1.128 -2.164
C -1.566 -2.377 -2.411
C -0.535 -3.365 -2.192
C -0.899 -4.716 -2.086
C 0.040 -5.709 -1.943
C 1.397 -5.348 -1.954
C 1.788 -4.042 -2.106
C 0.844 -2.984 -2.215
O 1.229 -1.767 -2.355
H 4.034 3.019 -1.784
H 4.328 5.116 -3.049
H 2.576 5.869 -4.655
H 0.561 4.478 -4.960
H -0.697 2.700 -4.616
H -1.433 -0.131 -4.656
H -2.358 1.333 -4.259
H -3.262 -0.777 -3.216
H -2.820 0.450 -2.012
H -2.489 -2.740 -2.882
H -1.956 -4.967 -2.102
H -0.257 -6.743 -1.834
H 2.153 -6.118 -1.846
H 2.835 -3.765 -2.114
C -1.385 0.364 2.505
N -1.833 -0.385 1.328
C -2.203 -1.753 1.662
C -1.273 -2.444 2.659
N 0.128 -2.439 2.299
C 0.460 -3.450 1.308
C 1.017 -2.459 3.415
C 0.845 -3.415 4.419
C 1.676 -3.489 5.522
C 2.729 -2.589 5.630
C 2.917 -1.636 4.649
C 2.071 -1.546 3.538
S 2.535 -0.208 2.472
C -2.818 0.342 0.597
C -4.109 -0.149 0.402
C -5.078 0.577 -0.283
C -4.771 1.838 -0.763
C -3.482 2.328 -0.607
C -2.471 1.594 0.021
S -0.824 2.203 -0.057
H -2.146 0.332 3.301
H -1.199 1.396 2.225
H -0.449 -0.051 2.872
H -2.277 -2.328 0.733
H -3.192 -1.797 2.150
H -1.669 -3.469 2.785
H -1.376 -1.954 3.628
H 0.286 -4.470 1.694
H 1.498 -3.344 1.006
H -0.149 -3.312 0.416
H 0.027 -4.119 4.314
H 1.511 -4.241 6.283
H 3.398 -2.623 6.481
H 3.731 -0.924 4.741
H -4.380 -1.125 0.778
H -6.066 0.155 -0.421
H -5.517 2.431 -1.279
H -3.208 3.288 -1.028
O 1.408 -0.062 1.337
O 1.667 -0.984 0.232
*
```

Results
Maximum force = 0.0114 Eh/bohr
Orbital gap = 7.115 eV
LUMO energy = 2.7 eV
ΔE to the lowest compared entry with this formula, charge and spin = 0.000 eV


(3)
Density functional theory data (ωB97M-V with the def2-TZVPD basis set) for C32H33Ge2N5O2ReS as an isolated structure in a non-equilibrium geometry.

ORCA input file:
```
! RIJCOSX wB97M-V def2-TZVPD def2/J DEFGRID3
* xyz 1 3
Re -8.155 0.292 17.529
N -11.066 2.491 19.500
C -10.071 1.695 19.136
S -10.420 0.167 18.269
N -8.854 1.991 19.580
N -7.949 1.029 19.284
C -6.944 0.808 20.191
C -6.240 -0.398 20.244
C -5.130 -0.432 21.102
C -4.316 -1.566 21.219
C -4.803 -2.690 20.532
C -6.003 -2.756 19.851
C -6.736 -1.607 19.495
O -7.683 -1.533 18.673
H -12.022 2.296 19.232
H -10.907 3.292 20.087
H -6.635 1.680 20.725
H -4.888 0.528 21.609
H -3.290 -1.389 21.647
H -4.189 -3.636 20.577
H -6.504 -3.705 19.454
O -8.120 -0.953 15.964
C -7.135 -1.853 15.861
C -7.631 -3.084 15.383
C -6.844 -4.212 15.520
C -5.460 -4.079 15.960
C -4.982 -2.838 16.193
C -5.768 -1.656 16.073
C -5.294 -0.290 16.346
N -6.062 0.550 17.016
C -5.314 1.687 17.270
C -4.071 1.497 16.753
N -4.082 0.286 16.100
H -8.648 -3.089 15.040
H -7.291 -5.223 15.553
H -4.853 -4.931 16.093
H -4.001 -2.716 16.666
H -5.716 2.384 17.997
H -3.218 2.138 16.702
H -3.353 -0.125 15.512
C -11.229 2.528 13.192
Ge -11.126 1.758 15.084
C -11.586 -0.190 14.848
C -12.749 2.512 15.891
Ge -8.867 2.065 15.901
C -9.118 3.970 16.426
C -9.777 4.860 15.592
C -10.061 6.152 16.038
C -9.575 6.671 17.274
C -8.723 5.818 17.978
C -8.571 4.499 17.620
C -7.886 2.426 14.141
C -7.845 1.275 13.366
C -7.195 1.328 12.137
C -6.992 2.551 11.507
C -7.166 3.740 12.259
C -7.656 3.685 13.585
H -10.525 1.924 12.601
H -10.919 3.583 13.224
H -12.236 2.495 12.787
H -10.769 -0.754 14.300
H -12.507 -0.303 14.304
H -11.750 -0.779 15.758
H -13.100 2.071 16.800
H -13.548 2.378 15.140
H -12.608 3.623 16.093
H -9.981 4.630 14.549
H -10.670 6.815 15.431
H -9.715 7.706 17.542
H -8.225 6.133 18.898
H -7.971 3.821 18.215
H -8.114 0.335 13.871
H -6.908 0.389 11.598
H -6.618 2.589 10.451
H -6.780 4.688 11.913
H -7.740 4.632 14.208
*
```

Results
Maximum force = 0.0655 Eh/bohr
Orbital gap (spin up / spin down) = 4.665 / 5.526 eV
LUMO energy (spin up / spin down) = -5.7 / -4.8 eV
⟨S²⟩ = 2.2409


(4)
Density functional theory data (ωB97M-V with the def2-TZVPD basis set) for C32H33GeInN3O5S as an isolated structure.

ORCA input file:
```
! RIJCOSX wB97M-V def2-TZVPD def2/J DEFGRID3
* xyz 2 2
In -1.160 -0.779 -0.196
O -3.989 2.919 0.498
C -3.048 2.000 0.453
O -2.935 1.166 -0.417
C -2.079 2.092 1.588
C -2.292 2.864 2.719
C -1.289 2.908 3.674
C -0.116 2.200 3.455
C -0.016 1.431 2.307
N -0.985 1.364 1.402
C 1.136 0.527 1.992
O 2.349 0.842 2.404
O 0.945 -0.481 1.356
H -4.584 2.837 -0.267
H -3.218 3.407 2.845
H -1.416 3.492 4.575
H 0.682 2.230 4.187
H 2.398 1.696 2.855
C -3.514 -4.192 3.621
N -3.510 -4.296 2.161
C -3.898 -5.403 1.419
C -3.762 -5.083 0.121
N -3.300 -3.778 0.089
C -3.143 -3.308 1.335
S -2.622 -1.748 1.865
H -3.817 -5.146 4.039
H -4.207 -3.415 3.936
H -2.517 -3.933 3.972
H -4.238 -6.313 1.882
H -3.955 -5.650 -0.771
H -3.122 -3.247 -0.746
C -0.397 -5.419 0.837
C -0.299 -5.354 -0.546
C 0.380 -4.305 -1.150
C 0.970 -3.286 -0.384
C 0.878 -3.385 1.013
C 0.194 -4.434 1.615
Ge 2.043 -1.917 -1.297
C 3.715 -1.598 -0.395
C 4.601 -0.562 -0.700
C 5.752 -0.379 0.052
C 6.041 -1.230 1.110
C 5.197 -2.294 1.390
C 4.051 -2.491 0.630
C 2.107 -2.276 -3.188
C 3.313 -2.295 -3.887
C 3.326 -2.549 -5.254
C 2.137 -2.768 -5.932
C 0.928 -2.754 -5.244
C 0.912 -2.503 -3.881
H -0.904 -6.252 1.307
H -0.723 -6.142 -1.158
H 0.494 -4.310 -2.224
H 1.361 -2.651 1.640
H 0.160 -4.500 2.696
H 4.411 0.107 -1.524
H 6.431 0.426 -0.197
H 6.937 -1.078 1.697
H 5.435 -2.981 2.192
H 3.430 -3.353 0.832
H 4.249 -2.123 -3.366
H 4.268 -2.577 -5.788
H 2.147 -2.933 -7.001
H -0.001 -2.924 -5.774
H -0.038 -2.456 -3.360
C 0.072 0.702 -3.296
C 0.815 0.795 -1.976
C 2.205 1.360 -2.140
O 0.826 -0.487 -1.286
H -0.108 1.703 -3.692
H -0.894 0.207 -3.161
H 0.648 0.140 -4.031
H 0.246 1.470 -1.321
H 2.781 0.740 -2.832
H 2.716 1.411 -1.180
H 2.145 2.365 -2.558
*
```

Results
Maximum force = 0.0154 Eh/bohr
Orbital gap (spin up / spin down) = 7.145 / 6.253 eV
LUMO energy (spin up / spin down) = -6.0 / -7.4 eV
ΔE to the lowest compared entry with this formula, charge and spin = 0.000 eV
⟨S²⟩ = 0.7566


(5)
Density functional theory data (ωB97M-V with the def2-TZVPD basis set) for C32H33N11NaO4S2 as an isolated structure.

ORCA input file:
```
! RIJCOSX wB97M-V def2-TZVPD def2/J DEFGRID3
* xyz -1 1
Na -0.374 -0.697 -0.145
C -0.641 -1.856 4.164
C -1.099 -2.220 2.896
N -1.816 -1.388 2.166
C -2.065 -0.186 2.695
C -1.615 0.168 3.954
N -0.897 -0.674 4.701
C -2.781 0.745 1.783
C -3.801 1.595 2.192
C -4.418 2.401 1.242
C -3.988 2.319 -0.079
C -2.958 1.443 -0.395
N -2.372 0.679 0.521
C -2.405 1.285 -1.773
C -3.192 1.269 -2.913
N -2.665 1.080 -4.121
C -1.354 0.910 -4.170
C -0.549 0.922 -3.031
N -1.082 1.108 -1.830
C -5.510 3.327 1.624
C -5.621 4.587 1.046
C -6.661 5.417 1.437
N -7.577 5.083 2.342
C -7.465 3.876 2.890
C -6.463 2.972 2.572
H -0.039 -2.555 4.734
H -0.859 -3.182 2.457
H -1.807 1.159 4.350
H -4.098 1.623 3.233
H -4.444 2.918 -0.856
H -4.268 1.385 -2.845
H -0.899 0.756 -5.142
H 0.527 0.778 -3.083
H -4.900 4.935 0.318
H -6.752 6.404 0.996
H -8.217 3.606 3.623
H -6.447 1.998 3.044
O 1.988 -3.307 -1.055
S 0.554 -2.949 -1.297
O 0.529 -1.565 -1.868
O -0.133 -2.864 0.051
O -0.112 -3.896 -2.170
C 4.207 -2.589 2.241
C 2.816 -3.178 2.109
N 1.832 -2.122 1.939
C 2.084 -0.792 2.092
N 1.239 0.049 1.575
C 1.461 1.470 1.752
C 2.915 1.831 2.014
C 3.436 0.947 3.131
N 3.215 -0.445 2.788
C 4.150 -1.454 3.246
H 4.545 -2.194 1.279
H 4.917 -3.353 2.564
H 2.593 -3.766 3.009
H 2.733 -3.835 1.243
H 1.088 -2.334 1.264
H 0.842 1.853 2.580
H 1.113 1.990 0.853
H 3.007 2.886 2.285
H 3.514 1.674 1.112
H 2.940 1.203 4.079
H 4.509 1.085 3.281
H 3.871 -1.840 4.238
H 5.125 -0.973 3.351
N 3.253 -0.738 -0.943
C 3.239 -0.496 -2.273
S 3.168 1.049 -2.922
N 3.325 -1.613 -3.017
C 3.002 -1.649 -4.409
C 3.998 -1.819 -5.355
C 3.666 -1.918 -6.700
C 2.334 -1.856 -7.089
C 1.340 -1.703 -6.131
C 1.665 -1.600 -4.788
H 2.880 0.023 -0.401
H 2.852 -1.649 -0.686
H 3.116 -2.485 -2.529
H 5.030 -1.858 -5.030
H 4.444 -2.047 -7.442
H 2.070 -1.941 -8.136
H 0.299 -1.687 -6.433
H 0.916 -1.534 -4.004
*
```

Results
Maximum force = 0.0192 Eh/bohr
Orbital gap = 6.444 eV
LUMO energy = 1.4 eV
ΔE to the lowest compared entry with this formula, charge and spin = 0.000 eV


(6)
Density functional theory data (ωB97M-V with the def2-TZVPD basis set) for a 4-piece molecular cluster, C32H34F24IN3O6S overall in a non-equilibrium geometry.

ORCA input file:
```
! RIJCOSX wB97M-V def2-TZVPD def2/J DEFGRID3
* xyz 0 1
C 1.624 -4.970 1.812
C 1.739 -4.922 0.490
C 1.991 -4.450 -1.024
C 0.624 -3.918 -1.767
C 0.050 -2.622 -0.955
C -1.260 -1.941 -1.677
N -1.517 -2.837 -2.853
C -1.254 -2.247 -3.995
O -1.082 -1.475 -4.994
N -0.720 -0.541 -1.945
C -0.741 0.260 -0.656
O 0.048 1.186 -0.280
C -1.996 -0.433 0.108
N -1.914 -0.530 1.604
C -0.697 -0.864 2.007
S 0.927 -0.696 2.444
C -2.596 -1.722 -0.735
C -3.870 -1.044 -1.464
C -4.682 -2.008 -2.472
C -5.756 -1.035 -3.252
O -5.481 -3.038 -1.830
C -2.898 -2.968 0.292
I -4.721 -2.602 1.509
C -2.973 -4.404 -0.468
C -3.824 -5.532 0.368
H 1.478 -5.018 2.947
H 2.492 -5.305 -1.635
H 2.733 -3.551 -1.102
H 0.972 -3.646 -2.848
H -0.113 -4.806 -1.786
H -0.146 -2.966 0.124
H 0.953 -1.883 -0.900
H -1.330 0.071 -2.523
H -2.820 0.385 -0.024
H -4.626 -0.557 -0.748
H -3.441 -0.176 -2.121
H -4.052 -2.489 -3.304
H -6.190 -1.549 -4.201
H -5.280 -0.045 -3.593
H -6.621 -0.738 -2.524
H -6.351 -2.643 -1.537
H -2.051 -3.078 1.088
H -3.285 -4.338 -1.574
H -1.877 -4.814 -0.475
H -4.957 -5.467 0.183
H -3.553 -5.414 1.494
H -3.378 -6.568 0.064
F -10.829 -2.697 -5.190
C -9.542 -2.740 -5.586
F -8.903 -3.567 -4.717
C -8.882 -1.362 -5.592
F -8.822 -0.840 -4.341
F -7.584 -1.523 -5.991
C -9.518 -0.326 -6.539
O -10.438 0.603 -5.955
C -11.780 0.169 -5.819
F -11.951 -0.981 -6.502
F -12.536 1.095 -6.457
C -12.225 0.069 -4.355
F -11.448 -0.789 -3.654
F -13.495 -0.398 -4.266
H -9.497 -3.203 -6.576
H -8.696 0.305 -6.895
H -9.923 -0.784 -7.447
H -12.177 1.044 -3.865
F 6.969 1.590 3.558
C 6.298 2.603 4.140
F 7.212 3.292 4.874
C 5.156 2.116 5.031
F 5.625 1.391 6.077
F 4.560 3.218 5.580
C 4.050 1.314 4.319
O 4.134 -0.114 4.400
C 4.964 -0.757 3.449
F 5.327 0.129 2.500
F 4.176 -1.666 2.826
C 6.158 -1.473 4.091
F 6.935 -0.616 4.794
F 6.954 -2.031 3.146
H 5.930 3.272 3.357
H 3.117 1.555 4.840
H 3.883 1.655 3.292
H 5.823 -2.258 4.773
F 9.738 8.019 5.233
C 9.798 6.844 5.889
F 10.480 7.084 7.039
C 10.491 5.751 5.076
F 11.791 6.062 4.845
F 10.511 4.616 5.838
C 9.816 5.384 3.741
O 10.356 5.991 2.560
C 9.883 7.288 2.240
F 8.823 7.585 3.019
F 9.403 7.205 0.975
C 10.986 8.351 2.297
F 11.553 8.417 3.524
F 10.485 9.584 2.035
H 8.782 6.546 6.163
H 9.995 4.314 3.593
H 8.726 5.474 3.785
H 11.776 8.135 1.573
*
```

Results
Maximum force = 0.1610 Eh/bohr
Orbital gap = 8.741 eV
LUMO energy = -0.5 eV
SMILES = C#CCCC[C@]1(N=C=O)NC(=O)[C@H](N=C=S)[C@]1(C[C@H](C)O)[C@@H](I)CC.FC(F)C(F)(F)COC(F)(F)C(F)F.FC(F)C(F)(F)COC(F)(F)C(F)F.FC(F)C(F)(F)COC(F)(F)C(F)F
ΔE to the lowest compared entry with this formula, charge and spin = 7.523 eV